# 1
Here is a structure of composition C39H56N4PPtS2SbSi3 from the OMol25 dataset. Energies are from wB97M-V/def2-TZVPD.

Summary:
LUMO energy (alpha / beta) = -5.0238 / -8.0239 eV
gap between HOMO and LUMO (alpha / beta) = 6.4 / 5.2 eV
net charge = +2
2S+1 = 5
HOMO level (alpha / beta) = -0.4200 / -0.4843 Eh

Element x y z (Å)
Pt  1.10681  -0.13547  -0.40868
C  -1.86499  2.00413  -0.06358
Sb  -2.02969  0.17473  1.32982
C  0.14241  0.13233  1.71942
C  0.67211  -1.17797  2.06492
C  0.82391  -1.72387  3.34392
C  1.48511  -2.92837  3.48412
C  1.98291  -3.57747  2.35762
C  1.78001  -2.99947  1.11572
N  1.14191  -1.84667  0.99202
Si  0.63021  1.48803  3.01862
C  0.54521  3.22243  2.22962
C  -0.58899  1.45263  4.50172
C  2.36991  1.12193  3.70552
C  -2.98059  -1.52497  0.11962
C  -2.01749  -2.02487  -0.87088
C  -2.19419  -3.29287  -1.43588
C  -1.39879  -3.69777  -2.48598
C  -0.47489  -2.80357  -3.00698
C  -0.35539  -1.57077  -2.40058
N  -1.06389  -1.19977  -1.32598
Si  -3.50589  -2.77947  1.52292
C  -1.92469  -3.13567  2.51422
C  -4.22339  -4.46807  1.01302
C  -4.76889  -1.87607  2.62352
Si  -4.54749  -0.88187  -0.86018
C  -5.49729  0.44433  0.16182
C  -3.90979  -0.13987  -2.51358
C  -5.79699  -2.24347  -1.29368
H  -1.57929  2.82503  0.60602
H  -3.89529  2.54753  0.00082
H  -0.15699  1.15713  -0.95788
H  0.41481  -1.20097  4.19382
H  1.62491  -3.35817  4.46482
H  2.50771  -4.51467  2.43672
H  2.14201  -3.45687  0.20312
H  -0.38739  3.72753  2.46022
H  0.68511  3.22653  1.15432
H  1.34271  3.82723  2.64762
H  -1.45439  0.81283  4.34352
H  -0.95109  2.45133  4.72022
H  -0.07049  1.10443  5.38822
H  3.13341  1.15973  2.93702
H  2.43861  0.15233  4.18942
H  2.62041  1.87703  4.44442
H  -2.97269  -3.93267  -1.06448
H  -1.53389  -4.66967  -2.93238
H  0.13551  -3.05527  -3.85628
H  0.28841  -0.81847  -2.84338
H  -1.07679  -3.29747  1.85582
H  -2.04259  -4.02727  3.12002
H  -1.69159  -2.31137  3.18352
H  -3.44329  -5.17327  0.74232
H  -4.94169  -4.43187  0.20312
H  -4.73779  -4.88677  1.87342
H  -4.48299  -0.84977  2.84242
H  -4.85759  -2.39517  3.57192
H  -5.75789  -1.86157  2.18052
H  -4.93909  0.86413  0.99882
H  -6.38989  -0.00447  0.58562
H  -5.85559  1.25303  -0.46928
H  -2.86229  0.15913  -2.50368
H  -4.51999  0.68293  -2.88298
H  -3.98189  -0.90937  -3.27848
H  -6.28699  -2.64737  -0.41398
H  -5.34799  -3.06477  -1.84338
H  -6.57729  -1.83187  -1.92928
C  -4.16239  4.54333  -1.50938
C  -3.00189  3.62363  -1.50918
C  -1.82749  3.72973  -2.21228
C  -0.80809  2.79743  -2.08318
N  -0.94749  1.82313  -1.12418
N  -3.16149  2.39933  -0.69778
C  0.41171  2.79543  -2.92908
H  -3.91469  5.44083  -2.06648
H  -4.44929  4.83573  -0.49628
H  -5.03259  4.08623  -1.98728
H  -1.69669  4.55243  -2.89078
H  -3.44469  1.61313  -1.30288
H  0.18311  3.09943  -3.94828
H  0.86311  1.80353  -2.95528
H  1.15441  3.49313  -2.53028
S  2.69631  -0.17117  -2.34418
P  3.97521  0.84153  -1.14248
S  2.78271  1.76863  0.20702
C  5.13751  -0.33957  -0.38568
C  4.70141  -1.10617  0.68542
C  5.51471  -2.10407  1.18552
C  6.75881  -2.33197  0.61932
C  7.19691  -1.55427  -0.44028
C  6.38851  -0.55457  -0.95108
C  4.97711  2.06453  -2.02228
C  5.83491  2.84713  -1.25558
C  6.67521  3.74023  -1.88988
C  6.65511  3.85453  -3.27198
C  5.77861  3.09343  -4.02628
C  4.93151  2.19523  -3.40268
H  3.73191  -0.90777  1.12622
H  5.17401  -2.70577  2.01202
H  7.39041  -3.11447  1.00682
H  8.16581  -1.73157  -0.87838
H  6.73181  0.05213  -1.77588
H  5.84331  2.74773  -0.17798
H  7.36121  4.33173  -1.30678
H  7.33391  4.53133  -3.76598
H  5.77071  3.18473  -5.10178
H  4.25101  1.59103  -3.98488

Forces on the atoms, in the same order (eV/Å):
1.48 -0.49 0.28
0.28 -0.76 0.72
0.23 0.20 -1.05
-0.64 0.39 0.46
0.26 -0.70 0.44
0.00 0.11 -0.34
0.12 -0.09 -0.13
-0.24 0.10 0.09
0.18 -0.35 -0.08
0.00 0.60 -0.10
0.06 0.50 0.41
0.00 -0.69 0.15
0.42 -0.17 -0.61
-0.57 0.02 -0.46
-0.45 0.63 1.11
0.35 -0.44 -0.46
0.07 0.18 0.05
0.10 0.16 -0.15
-0.02 -0.11 0.11
-0.23 -0.20 -0.49
0.13 0.04 -0.30
-0.03 -0.20 0.49
-0.64 0.24 -0.38
0.28 0.65 -0.06
0.52 -0.27 -0.48
-0.21 0.26 -0.21
0.40 -0.50 -0.30
-0.16 -0.28 0.53
0.58 0.38 0.24
-0.18 0.01 -0.03
0.08 -0.09 -0.08
-1.27 1.08 -0.42
0.01 0.03 0.14
0.00 -0.05 0.07
0.06 -0.11 0.00
0.05 0.04 0.01
-0.22 0.05 0.09
0.03 -0.03 -0.24
0.18 0.14 0.14
-0.10 -0.07 0.00
-0.06 0.23 -0.01
0.10 -0.12 0.22
0.10 0.02 -0.19
-0.06 -0.08 0.11
-0.06 0.20 0.17
-0.14 -0.15 0.04
0.00 -0.16 -0.02
0.08 0.00 -0.16
-0.05 -0.09 0.09
0.16 -0.06 -0.17
-0.09 -0.18 0.16
0.02 0.10 0.15
0.18 -0.07 -0.04
-0.15 0.04 -0.16
-0.07 0.02 0.24
0.02 0.15 0.06
0.03 -0.16 0.20
-0.24 0.02 -0.16
0.04 0.07 0.13
-0.10 -0.14 0.15
0.00 0.17 -0.19
0.13 0.10 0.04
-0.15 0.15 0.03
0.01 -0.19 -0.09
-0.06 -0.06 0.20
0.14 -0.14 -0.08
-0.06 0.22 -0.10
-0.08 -0.18 -0.05
-0.05 0.32 -0.11
-0.01 -0.38 0.33
-0.14 0.25 -0.11
0.37 -0.14 -0.17
-0.05 0.04 -0.17
0.14 -0.01 0.00
-0.01 0.09 -0.01
-0.04 0.08 0.05
-0.14 0.05 0.00
-0.01 0.19 -0.14
-0.15 0.15 0.14
-0.03 0.03 -0.02
0.06 0.07 -0.03
0.07 -0.09 0.01
-0.51 -0.31 0.42
0.68 0.37 0.09
-0.19 -0.54 -0.08
-0.46 0.46 -0.24
-0.07 0.03 0.07
-0.07 -0.02 0.01
0.05 0.01 -0.04
0.04 -0.07 0.00
-0.09 0.08 -0.01
-0.38 -0.45 0.19
-0.02 -0.05 -0.02
0.08 0.03 0.09
0.01 -0.02 -0.05
0.07 0.05 -0.10
-0.07 -0.14 0.04
0.00 -0.01 0.04
0.00 -0.09 0.17
0.10 -0.10 0.06
0.13 -0.01 -0.03
0.02 0.03 -0.09
0.08 0.01 0.06
0.08 0.13 0.07
0.06 0.12 -0.03
-0.03 0.02 -0.08
-0.05 -0.07 -0.06

Löwdin atomic charge list, values in e, 6 entries:
1. Pt 0.697
2. C -0.371
3. Sb 1.612
4. C -0.498
5. C -0.484
6. C -0.053



# 2
Here is a structure of composition C39H56N7O2PtSSe from the OMol25 dataset. Energies are from wB97M-V/def2-TZVPD.

Summary:
LUMO energy = -2.9225 eV
gap between HOMO and LUMO = 6.8 eV
net charge = +1
ΔE to the lowest compared entry with this formula, charge and spin = 161.2 kJ/mol
HOMO level = -0.3560 Eh

Element x y z (Å)
Pt  -2.19129  0.09731  0.53308
C  -4.65551  -2.98742  0.64590
C  -5.89699  -2.10279  0.78080
C  -5.96411  -0.90033  -0.14307
C  -6.91990  -0.87096  -1.15465
C  -7.07437  0.25032  -1.95226
C  -6.28880  1.37128  -1.73541
C  -5.31769  1.38998  -0.74106
C  -4.51860  2.63749  -0.44502
C  -4.55467  3.70587  -1.53142
C  -5.15247  0.23337  0.02371
N  -4.09845  0.14896  0.99073
C  -4.34920  0.24937  2.27579
C  -3.28594  0.17953  3.16274
C  -3.12801  0.25770  4.55497
C  -1.76263  0.20095  4.78000
C  -1.13346  0.09185  3.52342
N  -2.04826  0.07184  2.55550
H  -4.68021  -3.78135  1.39237
H  -3.73197  -2.42551  0.79001
H  -4.62390  -3.46954  -0.33331
H  -5.97231  -1.75956  1.81395
H  -6.78148  -2.71261  0.59453
H  -7.56096  -1.73226  -1.29948
H  -7.83237  0.26353  -2.72431
H  -6.44724  2.25262  -2.34025
H  -3.48057  2.36422  -0.24948
H  -4.88611  3.05680  0.49761
H  -4.33962  3.27669  -2.51112
H  -3.80044  4.46521  -1.32807
H  -5.52059  4.20925  -1.58031
H  -5.37033  0.40736  2.60738
H  -3.91796  0.34064  5.28323
H  -1.25759  0.23540  5.73079
H  -0.08048  0.03092  3.30317
C  2.52043  4.33081  2.24416
C  1.55974  4.68405  1.11054
C  2.19369  4.65849  -0.28470
C  2.24421  3.28549  -0.94820
N  3.11170  2.33776  -0.25882
C  2.70175  1.30389  0.51556
Se  0.97862  0.84667  0.92342
N  3.81489  0.67528  0.97698
C  3.82229  -0.48590  1.85289
C  3.80459  -0.09801  3.32507
C  3.72183  -1.31433  4.24661
C  2.50403  -2.20010  3.98616
C  4.94815  1.33318  0.51330
C  6.29942  1.09322  0.70901
C  7.18662  1.94429  0.06842
C  6.73662  2.99243  -0.73960
C  5.38448  3.23121  -0.92900
C  4.49969  2.38272  -0.28122
H  2.03138  4.44616  3.21167
H  3.39229  4.98860  2.23110
H  2.87438  3.30092  2.18343
H  1.17720  5.69119  1.28890
H  0.70000  4.00956  1.13153
H  3.20182  5.08089  -0.23263
H  1.61555  5.29502  -0.95858
H  2.61085  3.37563  -1.97299
H  1.25284  2.83434  -0.97815
H  4.71408  -1.07067  1.61383
H  2.93915  -1.07521  1.60676
H  2.94530  0.55766  3.49292
H  4.70654  0.47595  3.55415
H  3.69264  -0.95735  5.27718
H  4.63447  -1.90945  4.14591
H  1.59381  -1.60310  3.89915
H  2.36111  -2.90924  4.80104
H  2.60994  -2.78278  3.06906
H  6.65048  0.28560  1.33696
H  8.24961  1.79744  0.20100
H  7.45916  3.63140  -1.22811
H  5.03918  4.04036  -1.55741
S  -2.24511  0.38105  -1.75429
C  -2.43716  -1.18692  -2.47990
N  -1.52094  -1.59766  -3.33684
C  -1.66391  -2.81871  -4.12436
C  -3.14495  -3.06151  -4.36512
C  -3.83997  -3.13015  -3.01345
N  -3.51890  -1.91909  -2.25987
H  -0.71459  -0.99768  -3.45154
H  -1.23448  -3.65953  -3.57263
H  -1.10450  -2.69868  -5.04911
H  -3.30445  -3.98280  -4.92182
H  -3.55435  -2.22957  -4.94161
H  -3.51275  -4.01199  -2.45660
H  -4.92171  -3.18456  -3.12619
H  -4.19956  -1.53132  -1.62107
O  1.91510  -1.48256  -3.75244
C  1.75756  -1.15096  -2.46551
O  0.77466  -0.58487  -2.06439
C  2.87473  -1.63465  -1.55751
N  4.06945  -1.97180  -2.33319
C  4.69572  -3.20230  -1.79535
C  3.80648  -3.63728  -0.62539
C  2.46562  -2.96784  -0.91572
H  3.02856  -0.87646  -0.78882
H  4.72516  -1.20508  -2.38951
H  2.82773  -1.85502  -3.79939
H  5.72135  -3.01453  -1.47825
H  4.72505  -3.96622  -2.57343
H  4.21065  -3.27699  0.32289
H  3.72039  -4.72051  -0.56114
H  1.84642  -2.81152  -0.03382
H  1.89265  -3.56247  -1.63244

Forces on the atoms, in the same order (eV/Å):
0.74 0.14 -0.37
-0.05 -0.03 0.00
0.16 0.05 -0.06
-0.06 -0.03 0.05
-0.01 0.00 -0.01
0.02 -0.01 -0.01
-0.04 0.00 0.01
-0.06 0.17 0.04
0.02 -0.04 -0.04
0.00 -0.01 0.04
0.09 -0.52 -0.03
-0.33 0.48 0.32
-0.16 0.04 0.03
0.02 0.00 0.00
0.07 0.00 -0.09
0.03 -0.01 -0.01
-0.07 -0.07 0.04
-0.11 -0.02 0.15
-0.01 0.00 0.01
0.01 0.00 -0.04
0.02 0.02 0.02
-0.04 -0.05 0.02
-0.04 0.03 0.04
-0.03 0.01 0.02
0.02 0.00 -0.02
0.01 0.00 -0.02
0.00 -0.05 0.02
0.02 0.00 0.01
0.03 0.01 0.00
-0.02 0.02 0.01
-0.01 -0.02 -0.03
-0.03 -0.07 -0.09
0.01 0.02 0.02
0.01 -0.02 0.01
0.02 0.02 -0.01
-0.02 0.00 -0.02
0.06 -0.01 0.01
-0.05 -0.07 0.05
0.00 0.08 0.03
-0.01 -0.06 -0.05
0.03 0.03 -0.33
-0.36 -0.11 0.52
0.01 0.03 0.03
-0.04 0.03 0.09
0.03 -0.05 0.01
-0.05 0.01 -0.08
0.04 0.00 0.04
-0.02 -0.04 0.03
0.02 -0.01 -0.01
-0.01 0.01 0.00
-0.01 -0.02 -0.01
0.02 -0.01 -0.02
-0.03 0.03 -0.01
0.01 0.00 0.01
0.01 -0.01 0.00
0.00 0.00 0.01
-0.02 -0.01 0.00
-0.02 0.02 0.00
-0.02 0.05 -0.05
0.03 0.02 -0.01
0.00 -0.04 0.00
0.01 -0.01 -0.02
-0.02 -0.02 -0.02
0.01 0.00 -0.04
-0.01 -0.01 -0.01
-0.03 0.06 0.00
0.05 -0.01 0.01
0.01 0.00 0.05
-0.01 0.00 0.00
0.00 -0.01 -0.01
-0.02 0.02 -0.02
0.00 0.00 0.01
0.00 0.00 -0.01
0.01 0.01 0.01
0.00 0.02 0.01
0.07 0.12 0.09
0.05 -0.02 -0.07
-0.25 0.05 -0.23
-0.06 0.00 0.06
0.02 0.01 0.08
0.06 0.00 -0.03
-0.04 0.01 0.03
0.17 -0.07 0.23
0.07 0.00 -0.04
-0.02 0.03 -0.01
0.02 -0.01 0.01
-0.04 -0.05 -0.05
-0.02 -0.02 -0.02
-0.01 0.05 0.03
-0.05 0.03 -0.06
0.03 0.07 0.07
0.09 -0.09 0.02
0.09 -0.04 -0.29
-0.04 -0.06 -0.11
0.06 0.03 -0.04
-0.06 -0.02 0.01
0.01 -0.02 -0.01
-0.02 0.00 0.05
0.05 -0.01 -0.03
-0.01 0.02 0.05
-0.01 -0.04 -0.01
0.01 0.00 -0.03
0.00 0.00 0.00
0.00 0.03 -0.02
0.02 0.00 0.05
-0.01 0.00 -0.01
0.00 0.00 0.00

Löwdin atomic charge list, values in e, 6 entries:
1. Pt 0.811
2. C -0.081
3. C -0.177
4. C -0.190
5. C -0.044
6. C -0.055



Q: Among the records above, which one has the highest net charge?
A: C39H56N4PPtS2SbSi3